20
Properties=species:S:1:pos:R:3 method="wB97M-V/def2-TZVPD" homo_energy_ev=-10.39 total_charge=0 energy_ha=-386.310077 smiles="CC(C)CCC(=O)O" relative_energy_kj_mol=26.5
O 2.517 0.215 1.120
C 2.067 0.760 0.145
O 2.683 0.744 -1.052
C 0.800 1.561 0.085
C -0.342 0.738 -0.553
C -0.587 -0.643 0.009
C -1.575 -1.416 -0.872
C -0.961 -0.628 1.491
H 3.586 0.410 -1.012
H 0.979 2.461 -0.496
H 0.489 1.795 1.102
H -0.179 0.710 -1.634
H -1.265 1.344 -0.558
H 0.324 -1.230 -0.121
H -2.616 -1.130 -0.705
H -1.356 -1.245 -1.931
H -1.449 -2.490 -0.751
H -0.308 -1.264 2.095
H -1.933 -1.059 1.729
H -0.874 0.369 1.907